Computed, not measured: 8 unconnected molecules or ions with the total composition C52H120N8O8, with ωB97M-V/def2-TZVPD.

Each line ends with the Mulliken charge.
Element x y z (Å)
C 7.106 -5.544 18.915  -1.54
C 5.969 -5.674 17.947  0.47
C 5.218 -7.016 18.289  -0.65
O 6.029 -8.023 17.723  -0.24
C 5.398 -9.142 17.341  -0.79
N 5.172 -4.470 18.051  -0.64
H 7.934 -4.909 18.599  0.36
H 7.559 -6.528 19.031  0.41
H 6.865 -5.272 19.942  0.38
H 6.449 -5.772 16.973  0.18
H 4.336 -6.952 17.652  0.37
H 4.926 -7.068 19.338  0.29
H 4.637 -8.924 16.591  0.34
H 5.002 -9.902 18.015  0.28
H 6.263 -9.511 16.791  0.26
H 4.326 -4.643 18.575  0.25
H 5.784 -3.815 18.516  0.28
C 8.431 -26.785 21.030  -1.23
C 9.394 -25.786 20.283  0.14
C 10.913 -25.835 20.752  -0.52
O 11.535 -24.637 20.199  -0.31
C 12.791 -24.216 20.754  -0.83
N 9.378 -26.193 18.870  -0.59
H 8.436 -26.729 22.118  0.34
H 8.646 -27.784 20.652  0.30
H 7.407 -26.577 20.721  0.36
H 9.108 -24.734 20.314  0.33
H 11.509 -26.695 20.446  0.31
H 10.960 -25.857 21.841  0.35
H 12.906 -23.135 20.681  0.31
H 13.677 -24.668 20.307  0.29
H 12.906 -24.174 21.837  0.32
H 9.675 -27.159 18.863  0.22
H 8.572 -26.042 18.280  0.21
C 2.832 -26.630 13.055  -1.53
C 2.906 -26.497 14.504  0.70
C 1.772 -27.161 15.342  -0.90
O 0.413 -26.795 15.237  -0.37
C 0.098 -25.457 15.618  -0.69
N 4.191 -26.936 14.983  -0.68
H 1.919 -26.253 12.593  0.36
H 3.028 -27.633 12.678  0.34
H 3.555 -25.927 12.640  0.42
H 2.886 -25.424 14.693  0.10
H 2.018 -27.252 16.400  0.46
H 1.928 -28.195 15.033  0.39
H 0.380 -24.703 14.883  0.24
H 0.599 -25.202 16.552  0.34
H -0.958 -25.552 15.872  0.27
H 4.237 -27.945 14.993  0.28
H 4.768 -26.856 14.159  0.27
C 12.287 -11.634 18.918  -1.43
C 13.773 -11.584 18.847  0.67
C 14.454 -11.101 20.133  -0.80
O 15.831 -11.153 20.050  -0.39
C 16.398 -10.219 19.160  -0.81
N 14.168 -12.893 18.566  -0.69
H 11.848 -12.043 18.008  0.34
H 11.921 -10.617 19.059  0.36
H 11.978 -12.267 19.750  0.32
H 14.026 -10.938 18.006  0.19
H 14.157 -11.559 21.077  0.38
H 14.123 -10.104 20.424  0.43
H 15.843 -9.459 18.609  0.35
H 16.839 -10.918 18.450  0.30
H 17.175 -9.705 19.726  0.27
H 15.051 -13.040 19.035  0.25
H 14.333 -12.944 17.571  0.27
C -1.686 -11.338 6.311  -1.94
C -1.373 -12.824 6.080  1.68
C -1.236 -12.959 4.549  -1.18
C -0.523 -14.195 4.062  -0.70
C 0.797 -14.360 4.746  -1.26
C 0.745 -14.369 6.382  1.34
N -0.102 -13.221 6.748  0.16
O -0.194 -13.117 8.129  -0.45
C 0.244 -15.815 6.727  -1.53
C 2.166 -14.089 6.824  -1.82
C -2.603 -13.646 6.462  -1.85
H -2.076 -11.145 7.310  0.39
H -2.415 -11.033 5.560  0.39
H -0.802 -10.700 6.295  0.46
H -2.235 -13.065 4.126  0.42
H -0.671 -12.102 4.181  0.41
H -0.375 -14.095 2.986  0.35
H -1.211 -15.030 4.199  0.33
H 1.548 -13.666 4.368  0.42
H 1.300 -15.262 4.398  0.49
H -0.768 -16.028 6.384  0.35
H 0.869 -16.664 6.452  0.39
H 0.113 -15.977 7.797  0.45
H 2.323 -13.957 7.895  0.33
H 2.842 -14.899 6.550  0.38
H 2.501 -13.237 6.233  0.42
H -2.632 -13.770 7.544  0.43
H -2.751 -14.611 5.976  0.31
H -3.466 -13.014 6.252  0.48
H -0.580 -13.975 8.320  0.37
C 0.297 -12.632 24.484  -1.76
C 1.221 -12.198 25.716  1.46
C 0.202 -11.582 26.689  -1.29
C 0.656 -11.447 28.120  -0.85
C 0.990 -12.884 28.627  -1.08
C 1.990 -13.686 27.683  1.53
N 1.718 -13.473 26.273  0.15
O 2.514 -14.179 25.398  -0.43
C 3.441 -13.380 28.009  -1.73
C 1.691 -15.157 28.120  -1.99
C 2.430 -11.295 25.422  -1.69
H 0.763 -12.964 23.557  0.36
H -0.508 -13.293 24.807  0.43
H -0.302 -11.794 24.127  0.42
H -0.076 -10.585 26.349  0.52
H -0.768 -12.066 26.571  0.46
H 1.367 -10.650 28.339  0.38
H -0.162 -11.035 28.710  0.42
H 0.134 -13.436 29.016  0.41
H 1.585 -12.667 29.514  0.35
H 3.667 -12.351 27.730  0.33
H 4.173 -14.004 27.497  0.48
H 3.688 -13.346 29.070  0.41
H 1.684 -15.435 29.174  0.37
H 2.329 -15.886 27.621  0.33
H 0.672 -15.428 27.847  0.49
H 1.918 -10.468 24.929  0.43
H 3.031 -10.906 26.244  0.29
H 3.025 -11.874 24.716  0.42
H 3.402 -13.926 25.661  0.36
C 10.940 -18.623 24.491  -1.59
C 10.319 -17.895 25.715  1.29
C 8.887 -18.597 25.937  -1.27
C 8.861 -20.069 26.291  -0.76
C 10.172 -20.432 26.991  -1.05
C 10.943 -19.347 27.685  1.07
N 11.063 -18.072 26.938  0.58
O 11.317 -16.932 27.685  -0.53
C 10.137 -19.233 29.100  -1.61
C 12.421 -19.856 27.811  -1.68
C 10.098 -16.467 25.264  -1.81
H 10.279 -18.755 23.634  0.35
H 11.269 -19.653 24.634  0.34
H 11.872 -18.089 24.306  0.42
H 8.398 -18.081 26.763  0.39
H 8.244 -18.538 25.058  0.49
H 8.649 -20.662 25.401  0.36
H 7.974 -20.227 26.905  0.37
H 10.915 -20.869 26.324  0.36
H 9.775 -21.201 27.654  0.48
H 10.275 -20.184 29.615  0.42
H 10.439 -18.359 29.677  0.37
H 9.075 -19.001 29.021  0.34
H 13.050 -19.190 28.402  0.34
H 12.628 -20.869 28.156  0.35
H 12.812 -19.842 26.794  0.41
H 9.660 -15.896 26.083  0.40
H 9.409 -16.463 24.420  0.38
H 11.030 -15.984 24.969  0.43
H 12.222 -16.744 27.426  0.36
C 4.225 -18.153 14.561  -1.86
C 5.170 -19.069 15.225  1.84
C 6.531 -18.263 15.446  -1.34
C 6.611 -17.336 16.646  -0.59
C 6.234 -18.070 17.831  -1.22
C 4.821 -18.809 17.762  1.33
N 4.585 -19.581 16.431  0.37
O 3.415 -20.262 16.335  -0.46
C 4.760 -19.744 18.965  -1.76
C 3.712 -17.705 18.021  -1.60
C 5.525 -20.225 14.265  -2.08
H 4.432 -17.111 14.805  0.32
H 3.194 -18.327 14.869  0.38
H 4.105 -18.348 13.496  0.45
H 7.226 -19.090 15.589  0.46
H 6.881 -17.632 14.628  0.36
H 5.900 -16.510 16.599  0.32
H 7.579 -16.892 16.879  0.37
H 6.226 -17.346 18.646  0.46
H 7.060 -18.767 17.976  0.39
H 5.335 -19.493 19.856  0.35
H 3.741 -19.964 19.284  0.31
H 5.227 -20.696 18.712  0.44
H 4.004 -16.998 18.798  0.38
H 3.585 -17.078 17.139  0.38
H 2.746 -18.168 18.222  0.37
H 4.559 -20.644 13.982  0.49
H 5.984 -21.069 14.780  0.48
H 6.243 -20.105 13.454  0.32
H 3.675 -21.183 16.262  0.35

As for the energy above the lowest of the compared OMol25 structures with the same formula, charge and spin: 186.7 kcal/mol. Its net charge is 0. The maximum force comes out at 5.72 eV/Å. As for the electronic energy: -84155.6388 eV. The frontier orbital gap is 8.2 eV. For the highest occupied orbital energy, the calculation gives -7.8 eV.